## i
Density functional theory data (ωB97M-V/def2-TZVPD) for the ion C4H10N3O3 with charge +1.

Computed properties:
**HOMO energy**: -14.465 eV
**Net charge**: +1

Last columns: bonded neighbours and bond lengths (Å).
Atoms and positions in Å:
1 C -0.35 -1.71 0.33  C2 1.568, O8 1.185, O9 1.275
2 C 0.94 -1.29 -0.44  C1 1.568, C3 1.502, H11 1.042, H12 1.064
3 C 1.50 0.06 -0.09  C2 1.502, N5 1.326, N7 1.344
4 C -1.56 0.26 -0.19  N6 1.518, O9 1.385, O10 1.365, H14 1.069
5 N 0.98 0.80 0.88  C3 1.326, H13 0.992, H15 1.064
6 N -1.63 1.24 0.97  C4 1.518, H16 0.964, H18 1.031
7 N 2.50 0.51 -0.88  C3 1.344, H17 1.085, H19 1.007
8 O -0.30 -2.77 0.87  C1 1.185
9 O -1.43 -1.03 0.29  C1 1.275, C4 1.385
10 O -2.65 0.34 -1.01  C4 1.365, H20 0.989
11 H 1.66 -1.88 0.02  C2 1.042
12 H 0.86 -1.46 -1.49  C2 1.064
13 H 1.48 1.65 0.99  N5 0.992
14 H -0.74 0.63 -0.77  C4 1.069
15 H 0.04 0.72 1.36  N5 1.064
16 H -1.76 2.08 0.51  N6 0.964
17 H 3.06 -0.20 -1.47  N7 1.085
18 H -2.39 1.19 1.66  N6 1.031
19 H 2.99 1.31 -0.53  N7 1.007
20 H -3.21 -0.47 -1.01  O10 0.989



## ii
Density functional theory data (ωB97M-V/def2-TZVPD) for a cluster of 2 separate species, C4H10N3O3 in total.

Computed properties:
**HOMO energy**: -13.813 eV
**Net charge**: +1

Last columns: bonded neighbours and bond lengths (Å).
Atoms and positions in Å:
1 C -0.52 -1.59 0.14  C3 1.443, N5 1.344, N6 1.342
2 C 0.07 2.36 -0.09  C4 1.478, H11 1.005, H12 1.056, H13 1.033
3 C -0.88 -0.27 0.60  C1 1.443, N7 1.479, H14 1.163
4 C 0.38 1.00 -0.57  C2 1.478, O10 1.372, H15 1.074
5 N 0.50 -2.12 0.84  C1 1.344, H16 0.978, H17 0.987
6 N -1.07 -2.28 -0.88  C1 1.342, H18 1.116, H19 0.986
7 N -2.15 0.35 0.18  C3 1.479, O8 1.202, O9 1.217
8 O -2.58 1.27 0.82  N7 1.202
9 O -2.63 -0.16 -0.82  N7 1.217
10 O 1.57 0.38 -0.29  C4 1.372, H20 0.968
11 H 0.88 2.93 -0.20  C2 1.005
12 H -0.15 2.57 0.93  C2 1.056
13 H -0.72 2.70 -0.67  C2 1.033
14 H -0.49 0.07 1.64  C3 1.163
15 H -0.20 0.56 -1.36  C4 1.074
16 H 1.02 -1.66 1.53  N5 0.978
17 H 0.72 -3.08 0.87  N5 0.987
18 H -1.94 -1.76 -1.35  N6 1.116
19 H -0.80 -3.09 -1.36  N6 0.986
20 H 2.28 1.01 -0.12  O10 0.968



Most stable structure, least stable structure: i, ii.